(1)
Below is C13H20N2O4S in the gas phase, with properties calculated with ωB97M-V/def2-TZVPD.

```
40
Properties=species:S:1:pos:R:3:lowdin_charge:R:1
C -0.02997 3.50642 0.85156 -0.11
C 0.69800 2.40419 1.61164 -0.25
C 0.98446 1.17873 0.74221 -0.22
C 2.13251 1.39530 -0.24205 -0.20
C 2.35845 0.20576 -1.17843 -0.19
C 2.87786 -1.05684 -0.47175 -0.18
H 3.88772 -1.28736 -0.81474 0.11
H 2.93216 -0.89290 0.60448 0.10
C 1.99825 -2.29119 -0.72289 -0.13
C 0.62700 -2.09614 -0.15119 -0.10
C -0.46335 -1.78965 -0.91623 -0.31
N -1.68878 -1.50928 -0.39718 0.11
C -1.82708 -1.53239 0.88801 -0.62
N -0.84073 -1.88109 1.72574 0.16
C 0.46904 -2.18161 1.27800 -0.43
O 1.30918 -2.48059 2.09778 0.08
H -0.98927 -1.89217 2.72813 0.16
S -3.37591 -1.06464 1.54604 1.02
C -4.15692 -0.58401 -0.01936 -0.35
C -3.24422 0.34501 -0.79327 -0.64
O -2.59181 1.23147 -0.32053 0.09
O -3.32942 0.12110 -2.11075 0.09
H -2.78252 0.76444 -2.59067 0.14
H -4.38597 -1.47070 -0.60733 0.09
H -5.07286 -0.05700 0.24949 0.10
O -0.40704 -1.73568 -2.25797 0.10
H -1.30086 -1.56137 -2.58625 0.11
H 1.92114 -2.48467 -1.79293 0.12
H 2.45882 -3.15003 -0.23060 0.12
H 3.07115 0.50766 -1.94910 0.11
H 1.41934 -0.01921 -1.68545 0.10
H 1.91793 2.27441 -0.85305 0.10
H 3.05057 1.59601 0.31561 0.12
H 0.07481 0.92219 0.19324 0.10
H 1.23015 0.33827 1.39421 0.10
H 1.63693 2.78845 2.01745 0.11
H 0.07490 2.09617 2.45472 0.10
H 0.57782 3.88618 0.03393 0.06
H -0.96107 3.12025 0.44366 0.05
H -0.26041 4.33652 1.51583 0.07
```

2S+1 ... 1
Orbital gap ... 8.88 eV
Calculated total energy ... -1316.09077 a.u.
Energy relative to the best compared isomer or geometry (same formula, charge and spin) ... 0.032 eV
Structure (SMILES) ... CCCCCCCc1c(O)nc(SCC(=O)O)[nH]c1=O
E_HOMO ... -8.579 eV

---

(2)
Below is a molecular structure, C13H21As2NTl, with properties calculated with ωB97M-V/def2-TZVPD.

```
38
Properties=species:S:1:pos:R:3:lowdin_charge:R:1
Tl 0.90672 0.73252 0.09338 0.50
C 0.18904 -1.59908 -3.81098 -0.31
As -0.28404 -1.37945 -1.92201 1.03
C -2.22288 -1.58523 -2.18263 -0.29
C 0.23043 -3.12432 -1.18858 -0.43
C 0.63774 -4.14784 -2.03782 -0.11
C 1.07798 -5.36430 -1.53945 -0.06
C 1.11242 -5.57208 -0.17120 -0.06
C 0.70629 -4.56156 0.68683 -0.11
C 0.26520 -3.33517 0.19973 -0.43
As -0.20117 -1.89243 1.44372 1.03
C 0.36320 -2.65804 3.15675 -0.31
C -2.12631 -2.18201 1.72380 -0.29
H -0.33709 -2.44259 -4.25438 0.03
H 1.26323 -1.72907 -3.93002 0.03
H -0.10572 -0.69226 -4.33750 0.03
H -2.47835 -2.61195 -2.43738 0.04
H -2.51794 -0.92743 -2.99987 0.03
H -2.77185 -1.28741 -1.29486 -0.01
H 0.61638 -3.99811 -3.10922 0.09
H 1.39783 -6.14253 -2.21930 0.11
H 1.45935 -6.51439 0.23117 0.11
H 0.73821 -4.73579 1.75424 0.09
H -0.14574 -3.59930 3.35658 0.03
H 0.10059 -1.94961 3.94135 0.03
H 1.44110 -2.80822 3.17906 0.03
H -2.37670 -3.24000 1.67673 0.04
H -2.71452 -1.63994 0.99009 -0.01
H -2.37795 -1.79598 2.71135 0.03
C -4.39826 3.14899 -0.82081 -0.08
C -3.67433 2.93823 0.51776 -0.20
C -2.50404 2.09911 0.36342 -0.17
N -1.57323 1.44376 0.21598 0.05
H -5.23132 3.83356 -0.67838 0.08
H -4.78762 2.20729 -1.20323 0.08
H -3.72745 3.57872 -1.56266 0.08
H -4.34028 2.46927 1.24384 0.13
H -3.34921 3.89135 0.93821 0.13
```

Total charge ... +1
2S+1 ... 1
Orbital gap ... 8.98 eV
Calculated total energy ... -5206.52100 a.u.
E_HOMO ... -11.603 eV

---

(3)
Below is 2 unconnected molecules or ions with the total composition C13H21Br3F3O5S, with properties calculated with ωB97M-V/def2-TZVPD.

```
46
Properties=species:S:1:pos:R:3:lowdin_charge:R:1
C 3.07219 3.60183 0.64694 -0.09
C 3.17434 2.69483 -0.57721 -0.28
C 2.61642 1.29956 -0.28807 -0.62
Br 4.08265 0.06575 0.14710 0.76
C 1.85321 0.62059 -1.44188 -0.35
C 0.99489 -0.56842 -1.03521 -0.08
C -0.37207 -0.26163 -0.39654 -0.48
O -0.22820 0.30678 0.88874 0.01
C -1.16324 -1.55461 -0.19732 -0.07
C -0.55442 -2.45500 0.88690 -0.05
C -1.43395 -2.75967 2.05273 -0.65
F -1.58888 -1.79231 2.90615 0.22
F -0.86570 -3.83141 2.72119 0.08
F -2.64119 -3.18356 1.70003 0.17
C -1.14753 0.62102 -1.39479 -0.33
C -2.63980 0.83898 -1.20952 -0.71
Br -3.56164 0.13630 -2.70395 0.81
C -3.30161 1.40490 -0.18943 -0.75
C -2.70838 1.99126 1.06222 -0.11
Br -5.16791 1.49512 -0.19221 0.81
S -0.26321 2.13402 -1.71839 0.68
O 0.00418 2.76114 -0.45145 -0.25
O -0.87355 2.82739 -2.80339 -0.20
O 1.09995 1.54880 -2.26306 -0.18
H 2.02652 3.77688 0.90321 0.07
H 3.53920 4.56543 0.45952 0.08
H 3.55223 3.13751 1.51060 0.08
H 2.63701 3.13947 -1.41014 0.11
H 4.22632 2.60522 -0.84209 0.09
H 2.04612 1.29987 0.63384 0.07
H 2.61710 0.23813 -2.11780 0.14
H 1.59742 -1.14508 -0.33271 0.10
H 0.81910 -1.18729 -1.91739 0.14
H -0.13776 1.26791 0.81530 0.07
H -2.17876 -1.28608 0.09229 0.13
H -1.21948 -2.07751 -1.15064 0.14
H -0.31531 -3.43276 0.49370 0.10
H 0.36721 -2.03136 1.28750 0.14
H -1.05107 0.10728 -2.35128 0.10
H -1.84129 2.60513 0.84427 0.07
H -3.43947 2.62258 1.55894 0.06
H -2.44276 1.20005 1.76470 0.09
O 0.33306 -5.69990 0.79259 0.33
H 0.90233 -6.43051 1.11232 0.21
H -0.08233 -5.19819 1.54524 0.16
H -0.34193 -6.01845 0.15848 0.21
```

Total charge ... +1
2S+1 ... 1
Orbital gap ... 6.25 eV
Calculated total energy ... -9303.67684 a.u.
E_HOMO ... -11.358 eV

---

(4)
Below is 5 unconnected molecules or ions with the total composition C13H21Cl8N in a non-equilibrium geometry, with properties calculated with ωB97M-V/def2-TZVPD.

```
43
Properties=species:S:1:pos:R:3:lowdin_charge:R:1
Cl 8.40406 -0.08090 4.15879 0.51
C 8.26366 -1.87030 4.01453 -0.65
C 7.08456 -2.56858 4.66090 -0.74
Cl 5.60184 -2.15389 3.94001 0.60
H 9.17775 -2.26377 4.45917 0.07
H 8.26319 -2.02743 2.93591 0.06
H 7.02174 -2.42362 5.73938 0.07
H 7.16274 -3.65309 4.58460 0.07
Cl -5.98571 7.91238 -2.78487 0.46
C -5.23487 6.23847 -2.48931 -0.62
C -4.66775 5.61261 -3.74114 -0.66
Cl -3.18787 6.49835 -4.19906 0.54
H -6.03907 5.66524 -2.02803 0.06
H -4.49003 6.27792 -1.69448 0.07
H -5.35472 5.58272 -4.58688 0.07
H -4.47283 4.56885 -3.49486 0.08
Cl -2.56904 -5.09517 6.14620 0.54
C -1.13487 -4.14202 5.80766 -0.67
C -1.29029 -3.26237 4.55350 -0.69
Cl -2.18036 -4.01839 3.23759 0.54
H -0.36687 -4.86069 5.52165 0.06
H -0.86696 -3.57299 6.69790 0.07
H -0.25667 -2.98627 4.34500 0.07
H -1.81789 -2.32492 4.72938 0.06
Cl 0.06257 -2.01162 -6.72685 0.50
C -1.24576 -2.14284 -5.45956 -0.64
C -2.64767 -2.15588 -6.07721 -0.68
Cl -3.90804 -1.89559 -4.85267 0.56
H -1.14213 -1.21775 -4.89248 0.05
H -1.06449 -2.99109 -4.79949 0.07
H -2.62015 -3.13662 -6.55207 0.07
H -2.76303 -1.37715 -6.83111 0.06
N -1.05603 2.16943 -0.43294 0.04
C -0.96491 0.84172 -0.27786 -0.16
C 0.26782 0.16567 -0.26803 -0.07
C 1.46013 0.90666 -0.33488 -0.07
C 1.37841 2.30274 -0.50009 -0.08
C 0.12512 2.85871 -0.58377 -0.15
H -1.90919 0.34783 -0.10231 0.10
H 0.30499 -0.91279 -0.31223 0.09
H 2.42706 0.42563 -0.34206 0.10
H 2.30717 2.85136 -0.55299 0.10
H -0.07560 3.91945 -0.61496 0.10
```

2S+1 ... 1
Orbital gap ... 10.07 eV
Calculated total energy ... -4244.20213 a.u.
Energy relative to the best compared isomer or geometry (same formula, charge and spin) ... 1.245 eV
Structure (SMILES) ... c1ccncc1.ClCCCl.ClCCCl.ClCCCl.ClCCCl
E_HOMO ... -9.809 eV

---

(5)
Below is 2 unconnected molecules or ions with the total composition C13H21ClN2O3 in a non-equilibrium geometry, with properties calculated with ωB97M-V/def2-TZVPD.

```
40
Properties=species:S:1:pos:R:3:lowdin_charge:R:1
C -2.29849 2.76184 -2.81601 -0.14
C -1.18188 3.88782 -2.45184 -0.20
C -0.68881 3.56864 -0.91937 -0.39
O 0.73412 3.17915 -1.04878 -0.12
C 1.11472 2.08069 -0.24808 -0.16
C 1.32866 0.64243 -0.85049 0.09
C 1.80665 -0.47499 0.16469 0.02
N 1.97693 -0.09741 1.52796 -0.16
C 2.48697 -1.20922 2.43218 -0.12
C 1.72681 -2.59984 2.24252 -0.18
C 0.20782 -2.62617 2.77880 -0.07
C -0.89574 -2.60396 1.60735 -0.35
O -1.86787 -1.81050 1.76304 0.07
O -0.82427 -3.46497 0.44999 -0.08
C -0.66985 -2.64376 -0.74556 -0.26
C -1.72945 -3.02366 -1.89682 -0.08
N 1.80177 1.07497 2.13550 0.09
C 1.37654 2.15955 1.32780 -0.11
H -3.07373 2.75985 -1.95921 0.08
H -1.75110 1.74977 -2.81718 0.07
H -2.82286 2.98896 -3.80694 0.07
H -0.31008 3.91082 -3.18915 0.10
H -1.69808 4.90816 -2.43827 0.10
H -0.81792 4.49175 -0.27052 0.03
H -1.27125 2.68385 -0.51480 0.03
H 1.14896 0.41486 -1.95888 0.11
H 1.99217 -1.49948 -0.28414 0.11
H 2.41570 -0.88165 3.53670 0.14
H 3.61478 -1.31655 2.19149 0.14
H 1.72114 -3.02182 1.18278 0.10
H 2.30319 -3.37527 2.88193 0.13
H 0.07152 -3.65217 3.29968 0.13
H 0.02160 -1.84214 3.58575 0.13
H 0.39495 -2.83544 -1.14446 0.11
H -0.80894 -1.51950 -0.53367 0.12
H -2.74183 -2.51547 -1.68662 0.09
H -1.27740 -2.63200 -2.88502 0.09
H -1.87533 -4.15831 -1.93368 0.08
H 1.24140 3.18408 1.81831 0.04
Cl -0.88154 3.35709 1.47302 0.10
```

2S+1 ... 1
Orbital gap ... 6.26 eV
Calculated total energy ... -1303.05413 a.u.
E_HOMO ... -7.448 eV